[1]
{
  "formula": "C27H25ClHfN6O2S",
  "method": "the ωB97M-V functional and the def2-TZVPD basis",
  "species": ["Hf", "C", "C", "N", "C", "C", "C", "C", "C", "C", "C", "N", "C", "C", "C", "C", "C", "C", "C", "C", "N", "C", "H", "H", "H", "H", "H", "H", "H", "H", "H", "H", "H", "H", "N", "C", "C", "C", "O", "O", "H", "H", "H", "H", "H", "H", "C", "C", "C", "C", "N", "C", "S", "N", "H", "H", "H", "H", "H", "Cl", "C", "H", "H"],
  "coordinates": [[-0.41428, 0.49115, -0.24931], [-3.81828, 3.60379, 0.93330], [-2.62880, 3.15432, 0.32470], [-1.84975, 2.24854, 0.85686], [-2.20814, 1.70250, 2.05951], [-3.40114, 2.03953, 2.70818], [-4.20659, 3.03529, 2.10687], [-3.75075, 1.36361, 3.90297], [-2.92656, 0.39004, 4.38736], [-1.70859, 0.06727, 3.74476], [-1.32295, 0.73008, 2.60870], [-0.15270, 0.52318, 1.86602], [1.06792, 0.22336, 2.45040], [1.38092, 0.27374, 3.78905], [2.68016, -0.03078, 4.25344], [3.67863, -0.37395, 3.39270], [3.41297, -0.37416, 2.00019], [4.40319, -0.67296, 1.03739], [4.10990, -0.59352, -0.28988], [2.81587, -0.20404, -0.67425], [1.85863, 0.04871, 0.18856], [2.13184, -0.05204, 1.53443], [-4.41516, 4.35717, 0.43994], [-2.32544, 3.55500, -0.63644], [-5.13470, 3.32404, 2.58492], [-4.67863, 1.61191, 4.40141], [-3.20233, -0.15429, 5.28108], [-1.08726, -0.72251, 4.14235], [0.62174, 0.55066, 4.50466], [2.87280, 0.00703, 5.31771], [4.67027, -0.62577, 3.74433], [5.39475, -0.95115, 1.37393], [4.84612, -0.80819, -1.05125], [2.56707, -0.09687, -1.72006], [-0.61136, 0.08599, -2.57559], [-1.91711, -0.45690, -3.02421], [-3.07783, 0.43234, -2.59682], [-3.38167, 0.37726, -1.10944], [-4.44749, 0.71000, -0.65191], [-2.36357, -0.04563, -0.38175], [-0.32128, 0.86824, -3.15942], [0.09971, -0.65393, -2.70182], [-2.01587, -1.44579, -2.57558], [-1.91798, -0.57411, -4.11009], [-3.99521, 0.18416, -3.12901], [-2.84765, 1.47648, -2.84282], [2.43753, -1.83442, -4.40264], [2.01212, -2.70892, -3.25951], [2.45052, -4.01262, -3.12315], [1.97720, -4.70547, -2.01665], [1.17834, -4.17696, -1.10663], [0.82002, -2.89250, -1.29724], [-0.21708, -2.19620, -0.09111], [1.19577, -2.15585, -2.35992], [2.80047, -2.42064, -5.24494], [3.24165, -1.16559, -4.08645], [1.60452, -1.21245, -4.72939], [3.11163, -4.47082, -3.84406], [2.25705, -5.74261, -1.85740], [1.60121, 2.34265, -2.40928], [0.40346, 2.50892, -1.00368], [-0.33261, 3.21514, -1.39079], [0.97476, 3.02955, -0.23326]],
  "nbo_charge": [2.270, -0.244, 0.089, -0.500, 0.225, -0.092, -0.104, -0.203, -0.183, -0.239, 0.160, -0.812, 0.184, -0.268, -0.173, -0.235, -0.098, -0.096, -0.265, 0.102, -0.561, 0.222, 0.225, 0.197, 0.220, 0.214, 0.217, 0.227, 0.224, 0.216, 0.214, 0.218, 0.225, 0.225, -0.953, -0.211, -0.529, 0.813, -0.605, -0.875, 0.400, 0.449, 0.228, 0.190, 0.245, 0.221, -0.647, 0.274, -0.359, 0.106, -0.471, 0.289, -0.242, -0.575, 0.223, 0.227, 0.225, 0.222, 0.193, -0.141, -0.934, 0.206, 0.228],
  "homo_lumo_gap_ev": 7.2,
  "charge": 0
}

[2]
{
  "formula": "C27H25F2NO16P",
  "method": "the ωB97M-V functional and the def2-TZVPD basis",
  "species": ["C", "C", "C", "F", "P", "N", "F", "H", "H", "H", "H", "H", "H", "H", "H", "H", "C", "C", "C", "O", "C", "C", "C", "O", "O", "O", "H", "H", "H", "H", "C", "C", "C", "O", "C", "C", "C", "O", "O", "O", "H", "H", "H", "H", "C", "C", "C", "O", "C", "C", "C", "O", "O", "O", "H", "H", "H", "H", "C", "C", "C", "O", "C", "C", "C", "O", "O", "O", "H", "H", "H", "H"],
  "coordinates": [[-0.52059, 0.43959, -0.83502], [-1.50643, -0.51453, -0.00687], [-0.79012, -1.46324, 1.05041], [-1.75526, -1.82014, 2.06299], [0.66245, -0.68257, 1.95631], [0.07995, 0.43508, 3.16108], [1.55533, -1.89005, 2.72052], [-1.03629, 0.67968, -1.82881], [-0.38014, 1.45957, -0.32498], [0.51224, -0.00105, -1.02500], [-2.27172, 0.10453, 0.57652], [-2.11130, -1.16970, -0.72783], [-0.42092, -2.45187, 0.61463], [1.58973, -0.00303, 1.11023], [-0.20360, 1.27254, 2.62292], [-0.77097, 0.08343, 3.62649], [2.52492, 0.82423, 5.47104], [2.56222, 0.89376, 6.80423], [3.84530, 0.76899, 7.55412], [3.84191, 0.85625, 8.76644], [5.07078, 0.53863, 6.78363], [5.03161, 0.46592, 5.45160], [3.75246, 0.61788, 4.70085], [3.76374, 0.56288, 3.47804], [6.15880, 0.25030, 4.72320], [1.43446, 1.08188, 7.53124], [1.60306, 0.91551, 4.91731], [5.99273, 0.43218, 7.33927], [5.86852, 0.24092, 3.79024], [1.72577, 1.09749, 8.46409], [-4.51341, -0.25930, -6.47996], [-4.51255, -0.19419, -5.14665], [-3.25026, -0.31927, -4.36245], [-3.28675, -0.23559, -3.14366], [-2.00398, -0.54494, -5.09718], [-2.00425, -0.61369, -6.43107], [-3.26261, -0.46128, -7.21716], [-3.22051, -0.51151, -8.43111], [-0.86076, -0.82438, -7.12515], [-5.66300, -0.01006, -4.44820], [-5.42180, -0.16784, -7.06058], [-1.09806, -0.65168, -4.51591], [-1.12502, -0.83115, -8.06601], [-5.39889, 0.00244, -3.50876], [-11.18236, -1.84052, -3.60741], [-11.00111, -1.86560, -4.93020], [-9.63894, -1.77194, -5.53008], [-9.50971, -1.81685, -6.73970], [-8.49732, -1.62269, -4.62227], [-8.67943, -1.59433, -3.30134], [-10.03804, -1.71534, -2.70076], [-10.16115, -1.70332, -1.48853], [-7.63180, -1.45394, -2.44414], [-12.04910, -1.97842, -5.78400], [-12.16443, -1.90976, -3.15936], [-7.51692, -1.53804, -5.06942], [-8.02641, -1.46463, -1.55085], [-11.65746, -1.97462, -6.67833], [8.82033, 1.31993, 3.60641], [8.90416, 0.81992, 2.37313], [9.92847, 1.30420, 1.40439], [9.98472, 0.80886, 0.29282], [10.83225, 2.37373, 1.83731], [10.74669, 2.87741, 3.07117], [9.73950, 2.37323, 4.04825], [9.70232, 2.84364, 5.17075], [11.57356, 3.86924, 3.48710], [8.05701, -0.15582, 1.94657], [8.08289, 0.97446, 4.31814], [11.55936, 2.72870, 1.11962], [11.31315, 4.05502, 4.40956], [8.32298, -0.34515, 1.02612]],
  "lowdin_charge": [-0.119, -0.198, -0.357, -0.069, 1.082, -0.065, -0.188, 0.080, 0.086, 0.075, 0.133, 0.129, 0.154, 0.087, 0.086, 0.090, 0.058, -0.215, -0.305, 0.137, 0.095, -0.209, -0.307, 0.067, 0.075, 0.108, 0.088, 0.145, 0.112, 0.124, 0.089, -0.217, -0.308, 0.077, 0.068, -0.218, -0.306, 0.134, 0.110, 0.085, 0.143, 0.129, 0.124, 0.111, 0.080, -0.223, -0.307, 0.119, 0.077, -0.219, -0.314, 0.111, 0.082, 0.104, 0.139, 0.118, 0.115, 0.119, 0.077, -0.218, -0.314, 0.112, 0.080, -0.223, -0.305, 0.119, 0.103, 0.085, 0.108, 0.139, 0.118, 0.115],
  "homo_lumo_gap_ev": 7.0,
  "charge": 1
}

[3]
{
  "formula": "C27H25N3O2RuS2",
  "method": "the ωB97M-V functional and the def2-TZVPD basis",
  "species": ["Ru", "C", "O", "C", "N", "C", "C", "C", "C", "C", "C", "C", "C", "C", "C", "C", "C", "N", "C", "N", "C", "C", "O", "C", "C", "C", "C", "C", "C", "H", "H", "H", "H", "H", "H", "H", "H", "H", "H", "H", "H", "H", "H", "H", "H", "H", "H", "H", "C", "C", "S", "C", "C", "S", "H", "H", "H", "H", "H", "H"],
  "coordinates": [[-0.01901, 0.47597, -0.33910], [-2.51760, -1.30263, -3.46938], [-2.10437, -2.28266, -2.51889], [-1.31243, -1.68710, -1.63444], [-1.08813, -0.39267, -1.83818], [-1.71017, -0.02480, -3.10165], [-2.56556, 1.22154, -3.04664], [-2.91600, 1.84490, -4.23977], [-3.70202, 2.98131, -4.22705], [-4.14298, 3.50665, -3.02247], [-3.81452, 2.87644, -1.83371], [-3.02849, 1.73548, -1.84396], [-0.63666, -2.35523, -0.56266], [-0.52995, -3.71266, -0.29374], [0.37220, -4.13826, 0.68695], [1.14333, -3.21390, 1.38497], [0.95636, -1.85577, 1.13624], [0.04628, -1.45195, 0.19598], [1.61360, -0.72198, 1.69188], [1.31567, 0.48414, 1.21767], [2.07404, 1.46719, 1.95721], [2.96623, 0.58598, 2.87902], [2.53134, -0.75382, 2.65409], [2.89545, 2.37331, 1.07154], [3.45928, 3.52425, 1.61035], [4.32071, 4.29359, 0.84835], [4.61482, 3.92279, -0.45506], [4.02133, 2.80036, -1.00803], [3.16656, 2.02502, -0.24437], [-3.60088, -1.16345, -3.37180], [-2.28305, -1.67385, -4.46936], [-0.90499, 0.13616, -3.83889], [-2.57234, 1.43835, -5.17928], [-3.96375, 3.46089, -5.15942], [-4.74330, 4.40335, -3.01104], [-4.17964, 3.26740, -0.89443], [-2.78067, 1.23483, -0.90853], [-1.12466, -4.42176, -0.84752], [0.48534, -5.19224, 0.88587], [1.88214, -3.53066, 2.10557], [1.37881, 2.06898, 2.56123], [2.83605, 0.81995, 3.93785], [4.02959, 0.65723, 2.61988], [3.24360, 3.80493, 2.63123], [4.77973, 5.17069, 1.27975], [5.31486, 4.50208, -1.03486], [4.24680, 2.51096, -2.02232], [2.71702, 1.12644, -0.67515], [-2.29264, 3.75717, 2.44745], [-1.55545, 2.96452, 1.41078], [-1.59496, 1.27128, 1.66133], [-0.95438, 3.58149, 0.32961], [-1.11847, 5.04555, 0.09963], [0.06256, 2.79392, -0.82401], [-2.68014, 3.08555, 3.20987], [-3.13179, 4.30029, 2.00955], [-1.63150, 4.48461, 2.92205], [-2.13787, 5.36989, 0.30833], [-0.86123, 5.28814, -0.92803], [-0.44680, 5.60433, 0.75287]],
  "nbo_charge": [0.526, -0.082, -0.435, 0.575, -0.480, -0.120, 0.033, -0.225, -0.199, -0.202, -0.192, -0.246, 0.097, -0.157, -0.159, -0.159, 0.106, -0.321, 0.547, -0.407, -0.102, -0.080, -0.440, -0.063, -0.161, -0.208, -0.199, -0.195, -0.206, 0.214, 0.213, 0.220, 0.210, 0.224, 0.223, 0.216, 0.229, 0.253, 0.247, 0.254, 0.233, 0.212, 0.212, 0.206, 0.224, 0.225, 0.221, 0.202, -0.663, -0.139, 0.036, -0.176, -0.659, 0.120, 0.237, 0.234, 0.232, 0.224, 0.241, 0.231],
  "homo_lumo_gap_ev": [5.5, 6.5],
  "spin_multiplicity": 2,
  "charge": 1,
  "e_above_lowest_kj_mol": 138.6
}